# 1
64
Properties=species:S:1:pos:R:3:lowdin_charge:R:1 method="wB97M-V/def2-TZVPD" multiplicity=2 s2=0.75 gap_ev=6.10 homo_energy_ev=-2.1637 total_charge=-2
Yb 0.77651 -0.57673 -0.03495 1.4587
O -0.60223 0.93065 1.48548 -0.2014
C -0.22150 2.29945 1.53270 -0.2213
C -0.15205 2.86518 0.12696 -0.1696
N 0.74295 2.08386 -0.72714 -0.1965
C 2.14890 2.43772 -0.48798 -0.1126
C 2.74880 1.81618 0.77671 -0.6781
O 3.61968 2.45946 1.36744 -0.0090
O 2.29038 0.66173 1.07797 -0.1724
C 0.43941 2.20472 -2.15338 -0.1314
C 0.84974 0.93027 -2.90088 -0.6653
O 1.33370 1.03852 -4.03643 -0.0200
O 0.63244 -0.14539 -2.25641 -0.2309
H -1.57552 0.90810 1.41445 -0.0482
H 0.73967 2.35921 2.03539 0.1113
H -0.95243 2.87341 2.10181 0.1122
H 0.15518 3.92115 0.16903 0.1261
H -1.15469 2.81929 -0.29477 0.1005
H 2.28748 3.52156 -0.44921 0.1197
H 2.74196 2.05155 -1.31939 0.1151
H 0.93107 3.06527 -2.60802 0.1189
H -0.63683 2.31202 -2.28602 0.0982
Cl -2.11947 0.25743 -1.17011 0.8040
C -3.58564 1.17275 -1.36295 -0.6368
C -3.93696 1.43337 -2.67564 -0.1486
C -5.12910 2.07071 -2.97438 -0.1329
C -5.96934 2.42638 -1.93270 -0.1659
C -5.58375 2.19638 -0.62038 -0.6945
Cl -6.71516 2.69992 0.61420 0.5735
C -4.34769 1.59575 -0.24539 -0.7848
S -3.84495 1.44072 1.39846 0.4991
H -3.26742 1.11976 -3.46844 0.0971
H -5.39777 2.28122 -4.00359 0.0868
H -6.93307 2.88094 -2.12653 0.0838
Cl -3.59296 -5.48676 5.55338 0.5962
C -2.67433 -4.47796 4.44925 -0.6703
C -1.69889 -3.63615 4.95727 -0.1127
C -0.96469 -2.85181 4.07770 -0.0069
C -1.21892 -2.89757 2.71592 -0.1102
C -2.21376 -3.73496 2.22608 0.0034
C -2.94554 -4.53844 3.09135 -0.1062
C -0.43665 -2.02904 1.77182 -0.6770
O -0.97419 -1.72902 0.66127 -0.2305
O 0.69942 -1.62712 2.10715 -0.0846
H -1.51923 -3.59958 6.02484 0.0960
H -0.18818 -2.18696 4.43831 0.1221
H -2.40677 -3.73566 1.15947 0.1256
H -3.72140 -5.19924 2.72130 0.0982
C 4.67845 0.47638 -4.01827 -0.0433
C 4.65865 -0.84457 -3.23958 -0.5766
C 4.07685 -1.96996 -4.10473 -0.0361
C 6.06648 -1.19769 -2.74274 -0.0539
C 3.77763 -0.69536 -2.06348 -0.1169
N 3.05073 -0.61298 -1.18364 0.1399
H 5.25778 0.34044 -4.93782 0.0831
H 5.14682 1.26552 -3.42342 0.0874
H 3.66434 0.79007 -4.26994 0.0652
H 4.74749 -2.16414 -4.94666 0.0809
H 3.09456 -1.67707 -4.48153 0.0956
H 3.95539 -2.88540 -3.52104 0.0892
H 6.74316 -1.27427 -3.59848 0.0798
H 6.06338 -2.15117 -2.20662 0.0891
H 6.43905 -0.42763 -2.06488 0.0862
Cl 1.39491 -3.01830 -0.68464 -0.1975



# 2
60
Properties=species:S:1:pos:R:3:lowdin_charge:R:1 method="wB97M-V/def2-TZVPD" multiplicity=3 s2=2.02 gap_ev="5.56 / 5.80" homo_energy_ev="-3.1631 / -3.4025" total_charge=-1
Ni 0.52805 0.21843 -0.26872 0.4139
S 3.00887 2.10815 1.83957 0.4572
C 1.38231 1.88503 2.22094 -1.1846
N 0.44557 1.24796 1.54349 -0.0544
C -0.78201 1.25217 2.19293 -0.3285
C -1.95725 0.68729 1.69376 -0.0422
C -3.10540 0.73700 2.46490 -0.0985
C -3.10934 1.34641 3.72078 -0.1187
C -1.95519 1.93262 4.21498 -0.1119
C -0.80030 1.88500 3.44459 -0.4960
S 0.77840 2.53027 3.76595 0.9495
H -1.94156 0.25342 0.69872 0.0775
H -4.02047 0.30121 2.08047 0.0948
H -4.01910 1.37199 4.30797 0.0891
H -1.95289 2.42248 5.18104 0.0971
C 1.55775 -1.16109 3.38861 -0.0718
C 0.38113 -1.79115 2.72398 -0.6273
N 0.21145 -1.84090 1.44062 0.0826
C -0.97162 -2.46963 1.10705 -0.3437
C -1.70317 -2.91067 2.16038 -0.3569
S -0.90922 -2.50991 3.62485 1.0372
C -1.33130 -2.50189 -0.31346 -0.3626
C -2.57687 -2.32025 -0.82417 -0.3585
S -2.47579 -2.18281 -2.52505 1.0266
C -0.76434 -2.37472 -2.43531 -0.6651
N -0.31617 -2.56891 -1.23760 0.0886
C 0.11088 -2.18075 -3.62303 -0.0831
H 2.22246 -0.74933 2.63019 0.0564
H 2.09927 -1.89136 3.99268 0.0781
H 1.24536 -0.34238 4.03902 0.0627
H -2.64767 -3.42802 2.13996 0.0715
H -3.50061 -2.18381 -0.28716 0.0724
H -0.38949 -2.44573 -4.55406 0.0647
H 1.02016 -2.77005 -3.51229 0.0751
H 0.37632 -1.11886 -3.63857 0.0650
C -2.60417 1.70657 -2.31724 -0.0863
C -1.08689 1.88646 -2.12837 -0.7881
C -0.85496 3.11936 -1.23584 -0.0796
C -0.45961 2.16209 -3.50734 -0.0892
N -0.52397 0.70713 -1.55221 -0.0861
H -3.07236 2.59708 -2.75253 0.0663
H -3.07165 1.50457 -1.34983 0.0621
H -2.79802 0.85368 -2.97140 0.0418
H -1.26895 4.03500 -1.67589 0.0661
H 0.21659 3.25708 -1.07364 0.0670
H -1.31971 2.96076 -0.25988 0.0608
H -0.87295 3.05977 -3.98208 0.0641
H -0.63383 1.30684 -4.16627 0.0577
H 0.61976 2.29023 -3.39521 0.0638
Cl 5.71618 1.21649 -2.05359 0.6528
C 4.62316 0.02555 -1.41923 -0.6455
C 5.01141 -1.29682 -1.31897 -0.1010
C 4.09376 -2.20158 -0.81352 -0.0585
C 2.84042 -1.74907 -0.43282 -0.1255
N 2.48719 -0.46757 -0.52181 0.0204
C 3.35985 0.41321 -1.00844 -0.1883
H 6.00118 -1.60174 -1.63144 0.1026
H 4.34130 -3.24999 -0.71788 0.1009
H 2.07814 -2.41645 -0.05573 0.0818
H 3.03990 1.44418 -1.05686 0.0838



# 3
71
Properties=species:S:1:pos:R:3:lowdin_charge:R:1 method="wB97M-V/def2-TZVPD" multiplicity=3 s2=2.01 gap_ev="8.54 / 7.75" homo_energy_ev="-12.0436 / -11.7046" total_charge=+1
Tc -1.33637 -1.99086 0.00042 1.5125
F 0.35005 -4.53770 2.16462 0.1734
C -0.48269 -4.14949 3.10675 -0.6882
F -1.31697 -5.10991 3.43187 0.1907
F 0.19503 -3.73587 4.16492 0.1761
S -1.45062 -2.63864 2.57134 0.7064
O -0.40814 -1.82167 1.85341 -0.3926
O -1.97380 -2.07011 3.75394 -0.1815
N -2.58811 -2.98498 1.49242 -0.3432
S -2.76670 -4.13395 0.34882 0.6740
O -2.69602 -3.42335 -0.94953 -0.3487
O -1.95784 -5.28144 0.56691 -0.2195
C -4.51701 -4.73005 0.53273 -0.6913
F -5.34752 -3.73093 0.71299 0.1869
F -4.78413 -5.38189 -0.58033 0.1903
F -4.51520 -5.53695 1.57625 0.1845
C 2.16802 -3.31208 -1.42878 -0.0037
C 0.85804 -2.76732 -0.96229 -0.6419
O -0.00326 -3.53425 -0.45891 -0.1220
N 0.40413 -1.47780 -1.06554 -0.3688
Te 1.81197 -0.09549 -0.63821 1.9446
C 1.80575 1.33151 -2.19916 -0.3374
C 0.92723 1.40096 -3.28046 -0.2872
C -0.25235 0.49519 -3.53319 -0.0462
C 1.14001 2.41612 -4.20952 0.0006
C 2.16608 3.33546 -4.09559 -0.2373
C 2.35666 4.42611 -5.11480 -0.0298
C 3.02954 3.22483 -3.00799 0.0000
C 2.87777 2.23660 -2.05386 -0.3052
C 3.86579 2.18366 -0.90308 -0.0765
C 1.01582 0.96003 0.98793 -0.3436
C 0.06822 1.98504 0.85238 -0.2621
C -0.57615 2.39803 -0.44271 -0.0339
C -0.27471 2.68077 2.00768 0.0130
C 0.28063 2.38648 3.24158 -0.2241
C -0.09277 3.17017 4.47046 -0.0263
C 1.19837 1.33931 3.33371 0.0036
C 1.58119 0.60406 2.23055 -0.3200
C 2.55317 -0.54182 2.41275 -0.0777
H 1.98429 -4.28112 -1.89271 0.1074
H 2.83790 -3.47804 -0.58419 0.1016
H 2.64037 -2.65029 -2.14919 0.0742
H -0.32878 -0.32509 -2.83700 0.0252
H -0.18874 0.07731 -4.53989 0.0969
H -1.18037 1.07217 -3.48410 0.0991
H 0.45890 2.48369 -5.05369 0.1323
H 1.52897 4.45963 -5.82164 0.0814
H 3.27946 4.26766 -5.67647 0.0926
H 2.43570 5.39950 -4.62861 0.0894
H 3.84464 3.93371 -2.89984 0.1303
H 4.50752 3.06128 -0.91349 0.0902
H 4.51581 1.30712 -0.97512 0.0817
H 3.36936 2.17444 0.07171 0.0623
H -0.68481 1.56434 -1.12357 0.0444
H 0.00991 3.18046 -0.93050 0.1023
H -1.57273 2.78333 -0.25019 0.0862
H -1.01578 3.46891 1.92905 0.1336
H -0.83526 3.93410 4.24689 0.0826
H 0.78900 3.65822 4.89076 0.0915
H -0.49661 2.51013 5.24152 0.0923
H 1.61613 1.08682 4.30362 0.1309
H 2.77146 -0.68566 3.46867 0.0905
H 3.50159 -0.35835 1.90759 0.0722
H 2.13632 -1.48074 2.03881 0.0561
F -4.71478 -1.35753 -0.27819 0.1206
C -4.73241 -0.38530 0.66077 -0.5582
F -4.97027 -0.96737 1.84138 0.1642
F -5.72343 0.44689 0.38546 0.1903
C -3.38739 0.36163 0.70897 -0.4738
O -3.36727 1.48584 1.12561 0.1546
O -2.34172 -0.33545 0.32710 -0.1930



Looking at energy above the lowest of the compared OMol25 structures with the same formula, charge and spin for the records above, in order, we have 0.0, 20.7, 0.6 kcal per mole.